ORCA calculation (ωB97M-V/def2-TZVPD) on a structure of composition C72H72N6PRbTe at a distorted geometry.

```
153
Properties=species:S:1:pos:R:3:forces:R:3
Rb -0.5783 -0.0962 -0.1431 0.432 0.654 -0.863
C 1.8653 -6.1507 -3.1258 -0.024 -0.055 0.040
C 1.5304 -4.8192 -3.8006 0.091 0.099 -0.109
C 0.5679 -3.9871 -3.0134 -0.041 0.032 -0.009
C -0.7808 -3.8834 -3.1685 0.063 -0.094 0.070
C -1.6540 -4.5576 -4.1785 -0.017 0.047 -0.098
C -2.2857 -5.8528 -3.6655 -0.005 -0.056 0.080
C -1.2492 -3.0449 -2.0609 -0.165 0.036 0.083
C -2.6114 -2.8422 -1.7495 -0.024 0.060 0.010
C -3.1540 -2.2909 -0.5841 0.045 -0.016 0.002
C -4.5950 -2.0961 -0.3162 0.054 -0.054 -0.046
C -5.6532 -2.5317 -1.2858 -0.032 0.103 -0.070
C -5.9766 -4.0224 -1.1774 0.005 -0.056 0.039
C -4.6703 -1.5146 0.9085 -0.047 0.064 0.003
C -3.2772 -1.3573 1.3696 0.131 -0.033 0.001
C -2.8912 -0.7383 2.5637 -0.015 0.033 0.023
C -1.5910 -0.4538 3.0287 -0.039 -0.041 -0.097
N -0.4553 -0.7712 2.3897 -0.043 -0.260 0.546
C 0.5784 -0.3339 3.1459 -0.042 -0.041 -0.126
C 1.9217 -0.5579 2.8370 -0.005 0.005 -0.001
C 2.4554 -1.2472 1.7286 -0.047 0.018 0.014
N 1.7835 -1.5501 0.5945 -0.004 -0.205 0.284
C 2.5561 -2.4155 -0.0973 -0.007 0.051 -0.112
C 2.1754 -3.0760 -1.2762 0.004 0.006 -0.040
C 0.9054 -3.1669 -1.8479 0.001 -0.009 0.168
N -0.2119 -2.6067 -1.3290 -0.054 -0.116 -0.105
C 3.8265 -2.6238 0.5841 0.005 0.050 -0.015
C 3.7692 -1.8844 1.7288 0.025 0.032 -0.026
C 4.7903 -1.7956 2.8199 0.002 -0.115 0.059
C 5.5799 -0.4887 2.8190 0.016 0.065 -0.040
C 4.9528 -3.4671 0.0772 0.023 -0.080 0.041
C 5.7998 -2.7304 -0.9621 0.043 0.047 -0.058
C 0.0695 0.3389 4.3441 0.037 0.027 -0.036
C -1.2881 0.2778 4.2648 0.025 -0.103 0.041
C -2.3011 0.8109 5.2271 -0.022 0.109 -0.003
C -2.8323 -0.2539 6.1873 -0.001 -0.067 0.035
C 0.9063 0.9563 5.4202 -0.027 0.093 -0.009
C 1.5506 -0.0696 6.3567 -0.019 -0.052 0.083
N -2.4252 -1.8483 0.4505 -0.247 -0.329 0.295
C -5.8239 -1.0242 1.7365 0.059 0.025 0.068
C -7.2328 -1.2737 1.2171 -0.083 -0.009 -0.024
H 2.5775 -6.7295 -3.7193 0.016 -0.011 -0.018
H 0.9631 -6.7508 -2.9932 -0.012 0.001 -0.006
H 2.2940 -5.9895 -2.1359 -0.002 0.025 0.010
H 1.1262 -5.0083 -4.7983 -0.026 -0.006 -0.017
H 2.4600 -4.2599 -3.9579 -0.013 -0.012 0.007
H -1.0750 -4.7675 -5.0823 0.010 -0.013 -0.006
H -2.4525 -3.8719 -4.4844 0.014 -0.004 0.011
H -1.5149 -6.5890 -3.4282 0.011 0.007 -0.007
H -2.9612 -6.2915 -4.4041 -0.007 -0.005 -0.033
H -2.8505 -5.6689 -2.7500 0.002 0.016 -0.004
H -3.3233 -3.2061 -2.4838 0.013 0.000 -0.035
H -5.3017 -2.3185 -2.2998 0.007 -0.010 0.011
H -6.5641 -1.9473 -1.1659 0.005 -0.026 0.018
H -5.0735 -4.6204 -1.3082 0.016 0.002 -0.006
H -6.7054 -4.3327 -1.9309 -0.020 0.004 -0.014
H -6.3807 -4.2601 -0.1908 -0.007 0.010 0.007
H -3.6985 -0.3840 3.1981 0.002 0.013 -0.008
H 2.6388 -0.2650 3.5987 0.016 0.006 0.019
H 2.9538 -3.6604 -1.7595 -0.003 -0.001 -0.007
H 5.4862 -2.6360 2.7315 0.011 0.014 -0.001
H 4.2983 -1.9168 3.7907 -0.013 0.012 -0.005
H 6.1189 -0.3571 1.8787 0.004 -0.010 -0.024
H 6.3026 -0.4543 3.6391 0.017 -0.012 0.014
H 4.9117 0.3670 2.9181 -0.024 0.000 0.025
H 4.5608 -4.3912 -0.3590 -0.015 0.024 -0.019
H 5.5935 -3.7780 0.9090 -0.003 0.026 0.000
H 5.1761 -2.3805 -1.7873 -0.033 -0.006 0.001
H 6.5890 -3.3668 -1.3729 0.013 -0.020 0.016
H 6.2630 -1.8476 -0.5174 0.010 0.016 0.012
H -3.1339 1.2496 4.6696 0.005 -0.042 0.005
H -1.8710 1.6380 5.8014 0.018 -0.024 0.006
H -3.2660 -1.0883 5.6339 -0.004 0.001 -0.020
H -3.5974 0.1502 6.8554 -0.011 0.025 0.005
H -2.0227 -0.6573 6.7997 0.013 0.002 0.003
H 0.2873 1.6345 6.0155 -0.021 -0.018 -0.020
H 1.6872 1.5810 4.9712 0.020 -0.032 0.018
H 0.8040 -0.7905 6.6949 -0.021 0.022 0.030
H 1.9828 0.4142 7.2369 0.037 0.006 -0.005
H 2.3384 -0.6367 5.8605 -0.012 0.001 -0.068
H -5.6960 0.0539 1.8904 0.000 -0.008 -0.028
H -5.7320 -1.4611 2.7377 -0.025 -0.035 -0.027
H -7.4358 -0.7034 0.3104 0.028 0.019 -0.003
H -7.9698 -0.9681 1.9640 0.007 -0.002 0.011
H -7.4031 -2.3281 0.9917 0.012 -0.017 0.023
C 1.9737 4.6919 0.7025 -0.033 0.020 -0.025
C 1.7773 3.7537 1.7067 -0.047 -0.062 -0.010
C 0.5605 3.0960 1.8185 0.085 -0.060 0.006
C -0.4934 3.3915 0.9542 -0.136 0.098 0.085
C -0.2841 4.3242 -0.0587 -0.024 -0.022 -0.026
C 0.9410 4.9667 -0.1856 -0.007 -0.031 0.016
P -2.1218 2.5859 1.2922 0.212 0.332 0.053
C -2.7022 3.7248 2.6365 -0.152 -0.228 -0.025
C -3.9836 3.4558 3.1325 -0.033 -0.018 0.007
C -4.5147 4.1639 4.1965 0.013 0.033 -0.001
C -3.7646 5.1610 4.8117 -0.008 -0.022 -0.003
C -2.4926 5.4378 4.3375 0.004 -0.027 -0.044
C -1.9694 4.7294 3.2595 0.043 0.072 -0.006
C -3.1190 3.0530 -0.1596 0.135 -0.150 0.025
C -3.9787 4.1513 -0.1822 -0.051 0.067 0.032
C -4.7512 4.3995 -1.3079 0.020 -0.068 -0.038
C -4.6345 3.5287 -2.3859 -0.021 0.078 0.079
C -3.7378 2.4650 -2.3317 0.053 -0.140 -0.054
C -2.9115 2.1420 -1.2301 -0.227 0.406 -0.044
H 2.9313 5.1873 0.5968 0.022 0.009 -0.001
H 2.5768 3.5139 2.3986 -0.018 0.043 0.010
H 0.4274 2.3381 2.5854 -0.050 -0.001 0.011
H -1.0895 4.5365 -0.7519 -0.014 0.023 0.004
H 1.0893 5.6835 -0.9852 0.008 0.022 -0.005
H -4.5730 2.6703 2.6699 0.021 -0.021 -0.022
H -5.5104 3.9286 4.5534 -0.006 0.010 0.014
H -4.1680 5.7104 5.6537 -0.006 0.007 0.006
H -1.8939 6.2111 4.8042 0.000 0.016 0.017
H -0.9754 4.9715 2.9052 0.016 -0.016 -0.006
H -4.0572 4.8154 0.6739 0.011 -0.008 0.006
H -5.4303 5.2450 -1.3399 -0.005 -0.002 0.003
H -5.2515 3.6831 -3.2679 0.011 -0.021 -0.024
H -3.7257 1.8222 -3.2121 0.021 -0.028 -0.019
N 0.5315 -3.0360 -6.9054 0.004 0.015 0.032
C 0.3102 -2.2122 -6.1334 -0.124 0.268 0.246
C 0.0214 -1.1353 -5.2073 0.168 -0.565 -0.452
C -1.1553 -0.4048 -5.3254 -0.122 0.146 0.034
C -1.3720 0.6330 -4.4440 0.147 -0.064 0.042
C -0.3961 0.9023 -3.4883 -0.163 -0.006 -0.039
N 0.7292 0.2023 -3.3824 -0.007 -0.093 0.056
C 0.9337 -0.8124 -4.2137 -0.083 0.222 0.166
H -1.8821 -0.6536 -6.0877 0.025 -0.039 -0.009
H -2.2733 1.2237 -4.4680 -0.022 0.020 0.003
H -0.5634 1.6918 -2.7630 0.015 0.039 0.005
H 1.8426 -1.3853 -4.0749 0.035 -0.026 0.004
Te 2.8926 0.7051 -1.4840 0.176 -0.114 0.024
C 3.2103 2.0701 -3.0717 0.005 0.039 -0.065
C 3.7654 1.6454 -4.2752 0.009 0.079 -0.057
C 3.9590 2.5418 -5.3189 -0.001 -0.002 0.002
C 3.5994 3.8741 -5.1689 0.016 0.003 -0.016
C 3.0439 4.3038 -3.9725 -0.055 -0.007 0.077
C 2.8474 3.4059 -2.9301 0.011 0.003 -0.024
C 4.7162 1.3628 -0.5902 -0.087 0.000 0.006
C 5.9424 1.1091 -1.2005 0.037 0.004 0.053
C 7.1191 1.5934 -0.6462 0.003 -0.015 -0.019
C 7.0854 2.3299 0.5323 0.029 -0.013 -0.023
C 5.8704 2.5715 1.1532 -0.075 -0.020 -0.017
C 4.6926 2.0870 0.5946 0.061 0.079 0.062
H 4.0410 0.6053 -4.4014 -0.002 -0.018 0.017
H 4.3874 2.1957 -6.2522 0.001 0.004 -0.011
H 3.7456 4.5722 -5.9842 0.003 0.006 -0.005
H 2.7507 5.3394 -3.8465 0.003 0.012 -0.022
H 2.4029 3.7417 -2.0002 0.021 -0.027 -0.043
H 5.9818 0.5282 -2.1144 -0.034 -0.001 -0.015
H 8.0656 1.3907 -1.1338 0.010 0.000 0.004
H 8.0045 2.7064 0.9652 0.005 -0.002 0.005
H 5.8328 3.1306 2.0808 0.012 0.014 0.012
H 3.7439 2.2732 1.0815 0.059 -0.046 -0.025
```
Positions in Å, forces in eV/Å.

Properties
- HOMO-LUMO gap (eV) = 4.8
- HOMO energy (eV) = -1.24
- F_max (eV/A) = 1.166
- lowest unoccupied orbital energy (eV) = 3.61
- net charge = -2
- electronic energy (eV) = -102011.1920

Mulliken population analysis, charges in e, atoms 1 to 8: atom 1 (Rb): 2.50, atom 2 (C): -1.28, atom 3 (C): -1.08, atom 4 (C): 0.77, atom 5 (C): 0.48, atom 6 (C): -1.27, atom 7 (C): -1.11, atom 8 (C): 0.18